A cluster of 7 separate species, C18H48N7O9 in total at a distorted geometry, computed with ωB97M-V/def2-TZVPD.

Values from the calculation:
- max |F| (eV/Å) = 6.14
- 2S+1 = 2
- E_HOMO (alpha / beta) (eV) = -12.67 / -18.77
- orbital gap (alpha / beta) (eV) = 2.72 / 8.82
- total charge = +4

Each atom is followed by the atoms it is bonded to, with distances in Å.
Geometry (Å):
1 C 28.91 -15.48 1.24  C2 1.536, H8 1.090, H9 1.090, H10 1.090
2 C 27.59 -15.30 2.00  C1 1.536, O3 1.219, N4 1.524
3 O 27.49 -15.33 3.22  C2 1.219
4 N 26.31 -15.36 1.17  C2 1.524, H5 1.010, H6 1.010, C7 1.519
5 H 26.41 -15.00 0.23  N4 1.010
6 H 26.11 -16.33 0.99  N4 1.010
7 C 25.27 -14.52 1.90  N4 1.519, H11 1.090, H12 1.090, H13 1.090
8 H 29.13 -14.79 0.43  C1 1.090
9 H 28.92 -16.48 0.81  C1 1.090
10 H 29.72 -15.38 1.96  C1 1.090
11 H 24.80 -15.00 2.76  C7 1.090
12 H 24.56 -14.39 1.08  C7 1.090
13 H 25.66 -13.53 2.13  C7 1.090
14 C 28.74 -7.21 -0.20  C15 1.529, H21 1.090, H22 1.090, H23 1.090
15 C 28.53 -5.70 -0.34  C14 1.529, O16 1.209, N17 1.552
16 O 29.24 -4.84 0.12  C15 1.209
17 N 27.20 -5.19 -0.96  C15 1.552, H18 1.010, H19 1.010, C20 1.551
18 H 26.89 -5.74 -1.74  N17 1.010
19 H 26.49 -5.46 -0.31  N17 1.010
20 C 27.14 -3.64 -1.11  N17 1.551, H24 1.090, H25 1.090, H26 1.090
21 H 28.57 -7.87 -1.04  C14 1.090
22 H 28.03 -7.69 0.47  C14 1.090
23 H 29.71 -7.62 0.08  C14 1.090
24 H 27.20 -3.00 -0.23  C20 1.090
25 H 26.19 -3.47 -1.61  C20 1.090
26 H 27.79 -3.41 -1.94  C20 1.090
27 C 33.31 -8.65 3.14  C28 1.499, H34 1.090, H35 1.090, H36 1.090
28 C 31.87 -8.31 2.90  C27 1.499, O29 1.217, N30 1.560
29 O 31.44 -7.39 2.22  C28 1.217
30 N 30.86 -9.15 3.74  C28 1.560, H31 1.010, H32 1.010, C33 1.562
31 H 30.20 -9.62 3.14  N30 1.010
32 H 31.42 -9.85 4.20  N30 1.010
33 C 30.11 -8.22 4.75  N30 1.562, H37 1.090, H38 1.090, H39 1.090
34 H 33.53 -8.12 4.07  C27 1.090
35 H 33.89 -8.07 2.42  C27 1.090
36 H 33.60 -9.70 3.15  C27 1.090
37 H 29.71 -8.99 5.42  C33 1.090
38 H 29.38 -7.64 4.20  C33 1.090
39 H 30.75 -7.55 5.33  C33 1.090
40 C 25.45 -10.06 0.75  C41 1.576, H47 1.090, H48 1.090, H49 1.090
41 C 24.70 -9.88 -0.63  C40 1.576, O42 1.219, N43 1.521
42 O 24.79 -10.70 -1.52  C41 1.219
43 N 24.14 -8.49 -0.90  C41 1.521, H44 1.010, H45 1.010, C46 1.516
44 H 24.55 -7.70 -0.43  N43 1.010
45 H 24.67 -8.43 -1.77  N43 1.010
46 C 22.64 -8.61 -1.10  N43 1.516, H50 1.090, H51 1.090, H52 1.090
47 H 24.96 -9.63 1.62  C40 1.090
48 H 26.38 -9.49 0.66  C40 1.090
49 H 25.81 -11.07 0.93  C40 1.090
50 H 22.49 -9.24 -1.97  C46 1.090
51 H 22.28 -7.66 -1.47  C46 1.090
52 H 22.15 -8.99 -0.20  C46 1.090
53 C 30.84 -14.03 -3.07  C54 1.512, H60 1.090, H61 1.090, H62 1.090
54 C 30.07 -12.95 -3.81  C53 1.512, O55 1.237, N56 1.542
55 O 30.31 -12.65 -4.98  C54 1.237
56 N 29.04 -12.13 -3.01  C54 1.542, H57 1.010, H58 1.010, C59 1.500
57 H 28.18 -12.59 -2.75  N56 1.010
58 H 29.43 -12.00 -2.09  N56 1.010
59 C 28.89 -10.75 -3.60  N56 1.500, H63 1.090, H64 1.090, H65 1.090
60 H 31.70 -13.60 -2.54  C53 1.090
61 H 31.23 -14.58 -3.92  C53 1.090
62 H 30.23 -14.67 -2.44  C53 1.090
63 H 28.30 -10.18 -2.88  C59 1.090
64 H 28.35 -10.96 -4.52  C59 1.090
65 H 29.84 -10.31 -3.91  C59 1.090
66 C 32.75 -14.35 6.09  C67 1.538, H73 1.090, H74 1.090, H75 1.090
67 C 32.04 -14.30 4.73  C66 1.538, O68 1.256, N69 1.585
68 O 30.90 -14.75 4.43  C67 1.256
69 N 32.99 -13.87 3.53  C67 1.585, H70 1.010, H71 1.010, C72 1.570
70 H 33.84 -13.54 3.96  N69 1.010
71 H 33.11 -14.72 3.00  N69 1.010
72 C 32.39 -12.80 2.55  N69 1.570, H76 1.090, H77 1.090, H78 1.090
73 H 33.63 -13.71 6.05  C66 1.090
74 H 33.02 -15.36 6.41  C66 1.090
75 H 32.12 -13.94 6.87  C66 1.090
76 H 31.52 -13.26 2.10  C72 1.090
77 H 33.07 -12.61 1.71  C72 1.090
78 H 31.86 -11.93 2.93  C72 1.090
79 N 29.48 -11.23 0.50  O80 1.282, O81 1.202, O82 1.232
80 O 29.95 -12.32 0.00  N79 1.282
81 O 29.79 -10.95 1.62  N79 1.202
82 O 28.83 -10.39 -0.13  N79 1.232

=====

A cluster of 7 separate species, C18H48N7O9 in total at a distorted geometry, computed with ωB97M-V/def2-TZVPD.

Values from the calculation:
- max |F| (eV/Å) = 4.87
- E_HOMO (eV) = -16.77
- orbital gap (eV) = 7.90
- total charge = +5
- ΔE to the lowest compared entry with this formula, charge and spin (kJ/mol) = 0.0

Each atom is followed by the atoms it is bonded to, with distances in Å.
Geometry (Å):
1 C -0.68 -5.23 -3.37  C2 1.470, H8 1.108, H9 1.072, H10 1.121
2 C -0.35 -6.29 -2.39  C1 1.470, O3 1.233, N4 1.538
3 O 0.47 -6.35 -1.48  C2 1.233
4 N -1.22 -7.55 -2.52  C2 1.538, H5 1.014, H6 1.025, C7 1.526
5 H -1.90 -7.47 -3.27  N4 1.014
6 H -0.58 -8.28 -2.85  N4 1.025
7 C -1.91 -8.02 -1.24  N4 1.526, H11 1.096, H12 1.114, H13 1.105
8 H -0.48 -5.62 -4.38  C1 1.108
9 H 0.00 -4.42 -3.22  C1 1.072
10 H -1.77 -5.01 -3.23  C1 1.121
11 H -1.17 -8.42 -0.55  C7 1.096
12 H -2.69 -8.82 -1.34  C7 1.114
13 H -2.40 -7.12 -0.82  C7 1.105
14 C 6.62 -3.04 0.80  C15 1.486, H21 1.080, H22 1.100, H23 1.110
15 C 6.03 -2.90 -0.56  C14 1.486, O16 1.201, N17 1.488
16 O 5.94 -3.74 -1.41  C15 1.201
17 N 5.59 -1.52 -0.92  C15 1.488, H18 1.034, H19 1.103, C20 1.563
18 H 4.89 -1.60 -1.68  N17 1.034
19 H 5.18 -0.97 -0.06  N17 1.103
20 C 6.73 -0.53 -1.33  N17 1.563, H24 1.065, H25 1.117, H26 1.109
21 H 7.05 -4.00 1.01  C14 1.080
22 H 6.00 -2.63 1.61  C14 1.100
23 H 7.45 -2.32 0.97  C14 1.110
24 H 7.41 -1.07 -1.93  C20 1.065
25 H 7.15 -0.08 -0.39  C20 1.117
26 H 6.31 0.29 -1.95  C20 1.109
27 C -1.77 5.76 -7.83  C28 1.532, H34 1.085, H35 1.064, H36 1.081
28 C -1.75 6.78 -6.69  C27 1.532, O29 1.189, N30 1.487
29 O -0.87 7.10 -5.97  C28 1.189
30 N -3.02 7.52 -6.44  C28 1.487, H31 1.041, H32 1.038, C33 1.541
31 H -2.95 8.33 -5.79  N30 1.041
32 H -3.10 8.05 -7.33  N30 1.038
33 C -4.19 6.53 -6.26  N30 1.541, H37 1.064, H38 1.121, H39 1.117
34 H -1.82 4.88 -7.21  C27 1.085
35 H -0.76 5.84 -8.17  C27 1.064
36 H -2.59 5.86 -8.53  C27 1.081
37 H -5.07 7.10 -6.09  C33 1.064
38 H -4.00 5.95 -5.32  C33 1.121
39 H -4.31 5.98 -7.22  C33 1.117
40 C -6.53 -8.11 6.53  C41 1.500, H47 1.072, H48 1.059, H49 1.107
41 C -6.83 -6.89 5.72  C40 1.500, O42 1.196, N43 1.577
42 O -6.07 -6.06 5.31  C41 1.196
43 N -8.32 -6.59 5.32  C41 1.577, H44 1.037, H45 1.002, C46 1.513
44 H -8.44 -6.56 4.29  N43 1.037
45 H -9.02 -7.28 5.53  N43 1.002
46 C -8.81 -5.22 5.74  N43 1.513, H50 1.071, H51 1.073, H52 1.091
47 H -5.59 -7.90 7.00  C40 1.072
48 H -6.55 -9.05 6.05  C40 1.059
49 H -7.24 -8.12 7.38  C40 1.107
50 H -9.54 -4.95 4.99  C46 1.071
51 H -7.99 -4.54 5.65  C46 1.073
52 H -9.11 -5.30 6.78  C46 1.091
53 C 4.97 6.12 0.07  C54 1.552, H60 1.080, H61 1.073, H62 1.101
54 C 4.83 7.52 -0.59  C53 1.552, O55 1.218, N56 1.499
55 O 4.01 7.96 -1.38  C54 1.218
56 N 5.90 8.56 -0.39  C54 1.499, H57 1.035, H58 1.024, C59 1.470
57 H 5.45 9.34 0.11  N56 1.035
58 H 6.62 8.23 0.26  N56 1.024
59 C 6.40 8.88 -1.74  N56 1.470, H63 1.102, H64 1.082, H65 1.070
60 H 4.23 5.82 0.79  C53 1.080
61 H 5.98 6.06 0.43  C53 1.073
62 H 4.90 5.39 -0.75  C53 1.101
63 H 6.84 8.00 -2.23  C59 1.102
64 H 7.20 9.60 -1.63  C59 1.082
65 H 5.58 9.36 -2.25  C59 1.070
66 C -3.28 0.57 3.93  C67 1.490, H73 1.065, H74 1.096, H75 1.114
67 C -2.15 1.41 3.44  C66 1.490, O68 1.146, N69 1.606
68 O -2.04 2.39 2.85  C67 1.146
69 N -0.77 0.68 3.80  C67 1.606, H70 1.056, H71 1.029, C72 1.475
70 H -0.95 -0.24 4.29  N69 1.056
71 H -0.30 0.45 2.92  N69 1.029
72 C 0.08 1.54 4.63  N69 1.475, H76 1.108, H77 1.052, H78 1.086
73 H -4.19 1.10 4.15  C66 1.065
74 H -2.98 0.04 4.84  C66 1.096
75 H -3.49 -0.22 3.18  C66 1.114
76 H 0.37 2.51 4.18  C72 1.108
77 H 1.00 1.04 4.76  C72 1.052
78 H -0.40 1.78 5.57  C72 1.086
79 N 3.67 -0.09 1.47  O80 1.266, O81 1.232, O82 1.220
80 O 4.74 0.26 0.89  N79 1.266
81 O 3.01 0.77 2.05  N79 1.232
82 O 3.33 -1.26 1.38  N79 1.220

=====

A cluster of 6 separate species, C18H48O18P4 in total at a distorted geometry, computed with ωB97M-V/def2-TZVPD.

Values from the calculation:
- max |F| (eV/Å) = 11.19
- SMILES = COP(=O)(OC)OC.COP(=O)(OC)OC.COP(=O)(OC)OC.COP(=O)(OC)OC.CC(C)=O.CC(C)=O
- E_HOMO (eV) = -8.99
- orbital gap (eV) = 9.31
- ΔE to the lowest compared entry with this formula, charge and spin (kJ/mol) = 368.3

Each atom is followed by the atoms it is bonded to, with distances in Å.
Geometry (Å):
1 C 48.95 -45.57 -0.90  O2 1.393, H9 1.028, H10 0.962, H11 0.999
2 O 49.07 -46.91 -1.29  C1 1.393, P3 1.662
3 P 48.36 -48.16 -0.45  O2 1.662, O4 1.415, O5 1.555, O7 1.631
4 O 47.48 -47.66 0.54  P3 1.415
5 O 47.38 -48.82 -1.46  P3 1.555, C6 1.390
6 C 46.21 -48.27 -1.97  O5 1.390, H12 1.092, H13 1.046, H14 1.264
7 O 49.37 -49.30 0.11  P3 1.631, C8 1.406
8 C 48.91 -50.20 1.09  O7 1.406, H15 1.107, H16 1.023, H17 1.019
9 H 47.97 -45.28 -0.84  C1 1.028
10 H 49.28 -44.83 -1.41  C1 0.962
11 H 49.32 -45.28 -0.02  C1 0.999
12 H 45.44 -48.85 -2.48  C6 1.092
13 H 46.38 -47.29 -2.31  C6 1.046
14 H 45.45 -47.90 -1.04  C6 1.264
15 H 49.00 -49.60 2.02  C8 1.107
16 H 49.48 -51.04 1.15  C8 1.023
17 H 47.98 -50.56 0.87  C8 1.019
18 C 45.47 -49.55 2.46  O19 1.409, H26 1.071, H27 1.178, H28 1.047
19 O 46.32 -48.81 3.31  C18 1.409, P20 1.571
20 P 45.98 -47.37 3.83  O19 1.571, O21 1.489, O22 1.566, O24 1.517
21 O 45.33 -47.60 5.15  P20 1.489
22 O 47.19 -46.44 4.14  P20 1.566, C23 1.416
23 C 48.41 -46.61 3.44  O22 1.416, H29 1.048, H30 1.095, H31 1.070
24 O 45.02 -46.67 2.88  P20 1.517, C25 1.412
25 C 44.68 -45.30 2.95  O24 1.412, H32 1.042, H33 1.079, H34 1.015
26 H 44.41 -49.59 2.59  C18 1.071
27 H 45.77 -50.63 2.10  C18 1.178
28 H 45.26 -49.03 1.57  C18 1.047
29 H 48.59 -46.05 2.57  C23 1.048
30 H 48.76 -47.64 3.58  C23 1.095
31 H 49.20 -46.07 3.91  C23 1.070
32 H 44.01 -44.95 2.23  C25 1.042
33 H 45.48 -44.66 2.60  C25 1.079
34 H 44.36 -45.00 3.86  C25 1.015
35 C 44.34 -45.86 -0.17  O36 1.471, H43 1.119, H44 0.939, H45 1.013
36 O 44.41 -45.81 -1.64  C35 1.471, P37 1.583
37 P 44.83 -44.50 -2.43  O36 1.583, O38 1.497, O39 1.543, O41 1.575
38 O 44.96 -43.40 -1.43  P37 1.497
39 O 46.21 -44.71 -3.07  P37 1.543, C40 1.414
40 C 46.86 -43.52 -3.48  O39 1.414, H46 1.088, H47 1.124, H48 1.141
41 O 43.81 -44.31 -3.62  P37 1.575, C42 1.371
42 C 42.53 -43.85 -3.43  O41 1.371, H49 1.028, H50 1.110, H51 1.168
43 H 43.86 -44.94 0.22  C35 1.119
44 H 45.18 -45.91 0.26  C35 0.939
45 H 43.73 -46.64 0.06  C35 1.013
46 H 47.79 -43.78 -3.97  C40 1.088
47 H 46.99 -42.90 -2.55  C40 1.124
48 H 46.11 -43.04 -4.19  C40 1.141
49 H 42.06 -43.74 -4.33  C42 1.028
50 H 42.53 -42.93 -2.79  C42 1.110
51 H 41.99 -44.72 -2.87  C42 1.168
52 C 42.01 -42.08 0.39  O53 1.428, H60 1.074, H61 1.033, H62 1.007
53 O 42.94 -41.75 -0.64  C52 1.428, P54 1.629
54 P 44.17 -40.79 -0.19  O53 1.629, O55 1.477, O56 1.581, O58 1.613
55 O 43.47 -39.70 0.53  P54 1.477
56 O 44.97 -41.43 1.01  P54 1.581, C57 1.452
57 C 46.37 -41.73 0.80  O56 1.452, H63 0.994, H64 1.094, H65 1.091
58 O 45.00 -40.12 -1.40  P54 1.613, C59 1.431
59 C 44.70 -38.77 -1.79  O58 1.431, H66 1.019, H67 1.254, H68 1.102
60 H 42.64 -42.19 1.26  C52 1.074
61 H 41.32 -42.79 0.12  C52 1.033
62 H 41.41 -41.28 0.48  C52 1.007
63 H 46.38 -42.39 0.06  C57 0.994
64 H 46.69 -42.05 1.80  C57 1.094
65 H 46.86 -40.78 0.55  C57 1.091
66 H 45.00 -38.60 -2.75  C59 1.019
67 H 45.34 -37.88 -1.18  C59 1.254
68 H 43.62 -38.56 -1.91  C59 1.102
69 C 49.78 -41.69 -1.17  C70 1.550, H73 1.104, H74 1.093, H75 1.033
70 C 50.55 -42.58 -0.16  C69 1.550, C71 1.572, O72 1.220
71 C 51.90 -43.20 -0.66  C70 1.572, H76 1.169, H77 1.080, H78 1.179
72 O 50.10 -42.77 0.96  C70 1.220
73 H 49.36 -42.16 -2.08  C69 1.104
74 H 50.35 -40.81 -1.50  C69 1.093
75 H 49.03 -41.21 -0.65  C69 1.033
76 H 52.67 -42.32 -0.80  C71 1.169
77 H 51.92 -43.71 -1.61  C71 1.080
78 H 52.40 -43.63 0.32  C71 1.179
79 C 41.34 -46.88 2.53  C80 1.610, H83 0.927, H84 1.020, H85 1.200
80 C 40.75 -45.54 1.87  C79 1.610, C81 1.461, O82 1.215
81 C 39.86 -45.71 0.72  C80 1.461, H86 1.210, H87 1.163, H88 1.265
82 O 40.92 -44.40 2.25  C80 1.215
83 H 40.56 -47.39 2.54  C79 0.927
84 H 41.93 -46.68 3.34  C79 1.020
85 H 42.22 -47.23 1.79  C79 1.200
86 H 38.94 -46.45 0.98  C81 1.210
87 H 40.47 -46.22 -0.12  C81 1.163
88 H 39.54 -44.57 0.26  C81 1.265